Record 1
{"formula": "CH3IS2", "method": "the ωB97M-V functional and the def2-TZVPD basis", "energy_ev": -30853.5985, "charge": 0, "e_homo_ev": [-9.0, -8.8], "lumo_energy_ev": [-1.55, -2.03], "elements": ["C", "H", "I", "H", "H", "S", "S"], "positions_angstrom": [[-0.503, 0.058, -0.376], [-0.426, -0.190, -1.357], [-2.629, 0.033, -0.104], [1.005, -1.923, 1.190], [0.739, -1.350, 0.789], [0.154, 1.381, 0.498], [1.659, 1.992, -0.640]]}

=====

Record 2
{"formula": "C19H14Cl2N8O4RhSSe", "method": "the ωB97M-V functional and the def2-TZVPD basis", "energy_ev": -144271.8701, "charge": 1, "e_homo_ev": -11.4, "lumo_energy_ev": -4.10, "elements": ["O", "H", "C", "H", "O", "H", "H", "N", "N", "H", "N", "C", "S", "H", "H", "C", "N", "C", "Rh", "C", "C", "C", "N", "Se", "C", "C", "H", "N", "C", "N", "H", "O", "H", "C", "C", "C", "H", "C", "C", "Cl", "H", "N", "C", "O", "C", "C", "Cl", "H", "H", "C"], "positions_angstrom": [[3.697, 0.207, 2.394], [-0.286, 0.081, 3.719], [2.528, -0.054, 2.191], [2.320, 3.182, 3.006], [1.980, -0.236, 1.035], [4.638, 3.423, 2.673], [-0.506, -0.141, -4.919], [0.000, 0.032, -1.114], [-3.193, -0.138, -4.721], [5.532, 2.991, 0.362], [2.259, 2.399, -0.129], [-3.928, -0.093, -2.511], [0.173, 2.424, 1.540], [2.062, -0.313, 4.171], [-2.626, -0.021, 2.578], [-2.836, -0.105, -3.462], [1.645, -0.076, 3.283], [1.830, 2.638, 1.094], [0.019, -0.060, 0.889], [4.478, 2.922, 0.579], [-1.250, -0.013, -1.625], [0.909, -0.047, -3.297], [2.682, 3.060, 2.070], [-4.962, -0.158, -4.796], [0.295, -2.975, 0.154], [4.007, 3.163, 1.837], [1.788, -0.065, -3.923], [-5.127, -0.118, -3.033], [-3.669, -0.054, -1.090], [0.296, -0.443, 3.072], [-5.700, -0.051, -0.415], [-0.254, -2.381, 1.120], [-5.030, -0.031, 1.996], [1.047, 0.006, -1.916], [3.554, 2.536, -0.391], [-2.325, -0.021, -0.681], [3.851, 2.306, -1.406], [-2.937, -0.022, 1.542], [-4.661, -0.048, -0.114], [-0.140, -5.588, -0.500], [1.827, -4.521, 0.237], [-1.975, -0.004, 0.629], [0.777, -4.486, 0.514], [0.554, -2.649, -0.990], [-0.354, -0.088, -3.849], [-4.285, -0.034, 1.215], [0.611, -4.860, 2.217], [0.135, -1.442, 3.220], [2.018, 0.032, -1.443], [-1.466, -0.068, -3.010]]}

=====

Record 3
{"formula": "C7H15N", "method": "the ωB97M-V functional and the def2-TZVPD basis", "energy_ev": -8984.8369, "charge": 0, "e_homo_ev": -7.0, "lumo_energy_ev": -1.84, "elements": ["H", "H", "H", "H", "C", "N", "H", "H", "H", "H", "C", "H", "H", "H", "H", "H", "C", "C", "C", "H", "C", "C", "H"], "positions_angstrom": [[0.857, -3.094, 2.196], [1.946, 0.269, -2.681], [0.391, 0.217, 0.745], [0.232, 0.519, -2.710], [1.210, 1.946, -1.440], [0.987, -0.495, -1.019], [-0.755, 1.543, 0.949], [-0.199, -1.850, -0.075], [0.728, -0.745, 2.826], [-0.635, -1.703, -1.715], [-1.305, -0.048, -0.456], [-0.657, -0.913, 4.039], [0.249, 2.076, -0.957], [2.103, 1.987, -0.836], [-1.388, 0.722, -1.220], [-2.324, -0.431, -0.354], [-1.054, -0.185, 2.078], [-0.315, -0.553, 3.081], [-0.740, 0.466, 0.843], [0.162, -3.205, 2.429], [-0.296, -1.091, -0.858], [1.099, 0.506, -2.031], [1.340, 2.675, -2.239]]}

=====

Record 4
{"formula": "C19H32ClFNO18PS", "method": "the ωB97M-V functional and the def2-TZVPD basis", "energy_ev": -93928.7015, "smiles": "O=P(O)(O)[C@H](Cl)OCCNS(=O)(=O)F.C[C@@H]1COC(=O)O1.C[C@@H]1COC(=O)O1.C[C@@H]1COC(=O)O1.C[C@@H]1COC(=O)O1", "charge": 0, "e_homo_ev": -10.1, "lumo_energy_ev": -1.12, "elements": ["H", "O", "H", "C", "H", "H", "H", "H", "C", "F", "H", "H", "P", "O", "C", "C", "H", "O", "O", "C", "H", "H", "O", "O", "C", "C", "C", "H", "C", "H", "O", "O", "H", "C", "C", "H", "Cl", "S", "H", "O", "H", "O", "O", "H", "C", "N", "H", "H", "O", "H", "C", "C", "H", "C", "H", "H", "O", "H", "C", "O", "H", "O", "H", "H", "H", "H", "O", "C", "C", "H", "O", "C", "H", "O"], "positions_angstrom": [[-0.613, 3.444, 0.454], [-0.517, -7.962, -2.617], [-1.765, -6.902, 1.703], [1.182, -7.742, -1.115], [-4.154, 1.766, -0.519], [1.294, -7.207, -3.200], [-4.637, 8.357, 1.503], [1.146, 3.186, 2.035], [5.571, 3.765, -0.737], [0.503, 5.761, 2.664], [1.364, -9.408, -4.131], [0.780, -10.173, -2.662], [-2.754, -0.010, -0.676], [-2.070, -6.795, -1.409], [5.162, 1.749, -2.193], [-0.943, -4.971, 2.260], [6.584, 3.392, -0.562], [-4.289, 0.846, -0.941], [-4.794, 3.910, 2.641], [0.900, -8.009, -2.562], [-1.725, 2.177, -1.445], [4.331, 2.074, -0.232], [3.992, 1.302, -2.851], [-2.609, -0.143, 0.894], [-1.733, -4.228, 1.225], [3.043, 2.268, -2.659], [1.408, -9.356, -3.037], [-2.801, -4.200, 1.465], [-2.652, 6.233, 1.386], [2.143, -7.236, -0.970], [1.981, 2.318, -3.251], [0.114, -6.896, -0.734], [5.796, 2.267, -2.922], [0.343, 1.396, 0.138], [-4.123, 4.896, 2.397], [-2.638, -2.326, -0.775], [-1.514, 0.642, -3.370], [1.399, 5.301, 1.234], [-2.659, 7.002, 3.399], [0.945, -2.188, 1.701], [-0.408, -6.974, 2.843], [-1.178, -2.928, 1.276], [-4.430, 6.162, 2.809], [2.442, -9.528, -2.728], [-3.744, 8.376, 2.139], [1.501, 3.528, 1.093], [-4.017, 8.937, 3.040], [-0.091, -6.629, 1.150], [-2.964, 4.883, 1.671], [1.157, -8.642, -0.490], [-0.928, -7.182, -1.573], [-1.415, 1.052, -1.528], [5.718, 0.901, -1.779], [-3.306, 6.975, 2.513], [-1.361, -4.822, 3.263], [-1.607, -4.623, 0.210], [-2.984, -1.598, -1.389], [-1.567, 6.382, 1.370], [0.443, 3.032, 0.088], [-0.030, 0.753, -1.132], [-0.322, 1.107, 1.057], [0.322, -4.330, 2.206], [1.441, 1.005, 0.394], [5.603, 4.542, -1.509], [0.621, 3.487, -0.976], [-3.059, 6.486, 0.400], [3.447, 3.172, -1.716], [4.623, 2.647, -1.121], [0.106, -3.069, 1.726], [5.224, 4.253, 0.181], [0.706, 5.951, -0.002], [-0.804, -6.451, 1.964], [-2.950, 8.923, 1.624], [2.822, 5.921, 1.397]]}

=====

Record 5
{"formula": "C30H46O3P2Pr", "method": "the ωB97M-V functional and the def2-TZVPD basis", "energy_ev": -70634.9444, "spin_multiplicity": 3, "charge": 1, "e_homo_ev": [-7.4, -7.5], "lumo_energy_ev": [-3.33, -3.19], "elements": ["H", "O", "H", "H", "H", "H", "H", "P", "C", "H", "H", "H", "C", "C", "H", "C", "H", "H", "H", "H", "H", "C", "C", "C", "H", "H", "C", "C", "Pr", "H", "H", "H", "C", "C", "C", "C", "H", "C", "H", "H", "H", "H", "H", "H", "H", "H", "H", "C", "C", "C", "C", "C", "O", "C", "C", "H", "C", "H", "H", "H", "H", "H", "C", "H", "C", "H", "H", "C", "C", "C", "H", "C", "H", "H", "C", "O", "P", "H", "H", "H", "C", "H"], "positions_angstrom": [[-0.175, 4.418, 0.545], [-2.144, -0.610, 0.907], [3.214, 0.038, -1.254], [-0.527, 1.511, 4.091], [3.931, -2.061, 1.091], [-4.187, 2.611, -0.835], [1.137, 2.108, -5.475], [1.843, -0.656, -3.090], [2.007, -1.440, 2.905], [3.406, 2.576, 2.422], [-0.842, -4.341, 1.370], [-1.688, 5.194, -0.062], [-1.858, -4.168, 1.721], [2.292, 0.744, 2.265], [1.472, 3.638, -3.360], [-1.643, -1.811, 0.918], [2.060, 2.628, 1.271], [3.948, -0.462, 0.301], [-2.715, 2.503, -3.187], [0.210, 2.555, 2.844], [-0.436, -0.363, 5.086], [0.072, -0.812, -2.569], [1.373, 1.817, -4.447], [0.047, -1.183, 4.545], [3.543, 1.748, 0.857], [3.069, -3.249, 2.553], [0.966, 0.343, -4.321], [-1.130, 2.414, -1.783], [-0.341, 0.336, -0.643], [1.263, -0.169, -5.262], [0.963, 2.407, 4.452], [0.971, 2.871, -1.366], [2.852, 1.980, 1.676], [-4.471, -3.666, 2.631], [3.052, 0.400, -2.282], [0.428, 1.849, 3.665], [-1.638, 4.452, 1.575], [2.139, -2.902, 3.019], [-3.453, -0.805, 1.791], [1.300, -3.416, 2.521], [-2.819, 1.039, -2.212], [-2.452, 0.343, -4.346], [-5.466, -3.435, 2.994], [-0.192, 3.264, -3.954], [2.142, -3.225, 4.071], [0.883, 1.286, -2.139], [1.982, -2.779, -2.146], [2.401, -2.347, -3.078], [1.043, -0.659, 3.588], [-3.693, -2.620, 2.117], [-2.403, -2.893, 1.573], [-2.632, -5.184, 2.293], [-4.163, -1.365, 2.230], [0.724, 2.846, -3.523], [3.949, -0.978, 1.271], [0.526, -1.848, 5.276], [-3.639, 2.745, 0.109], [-0.725, -0.924, -4.579], [-1.318, 1.592, -4.764], [3.976, 0.306, -2.888], [-3.901, 1.921, 0.799], [-0.145, -1.876, -2.362], [-1.276, 4.364, 0.535], [2.033, -2.899, -3.957], [-0.445, -0.147, -3.838], [-3.963, 3.685, 0.586], [-4.562, -5.757, 3.103], [1.220, 0.692, 3.198], [-3.946, -4.948, 2.707], [-2.104, 1.686, -2.746], [2.790, 1.467, -2.267], [2.800, -0.572, 2.105], [-0.727, -1.764, 4.025], [-1.325, 3.493, -1.940], [-1.580, 0.896, -3.955], [-0.521, -2.017, 0.339], [-1.828, 2.711, 0.029], [3.502, -2.368, -3.041], [2.473, 1.876, -4.394], [-2.206, -6.173, 2.409], [0.381, 2.280, -2.091], [4.899, -0.739, 1.777]]}

=====

Record 6
{"formula": "C4H8N", "method": "the ωB97M-V functional and the def2-TZVPD basis", "energy_ev": -5756.7553, "charge": 1, "e_homo_ev": -16.1, "lumo_energy_ev": -8.46, "elements": ["C", "H", "H", "H", "C", "H", "H", "H", "H", "C", "H", "C", "N"], "positions_angstrom": [[-0.354, 0.250, -0.045], [-0.616, 2.290, -0.326], [-0.201, -1.645, -1.134], [1.343, -1.916, 0.327], [-1.200, 1.509, 0.083], [2.556, -0.627, -0.317], [-1.298, 1.741, 1.140], [2.316, -0.776, 1.458], [-2.211, 1.469, -0.316], [1.748, -0.896, 0.463], [-2.008, -0.879, -0.999], [-0.899, -0.845, -0.763], [0.823, 0.324, 0.430]]}